{"formula": "C2H6N3O2", "method": "ωB97M-V/def2-TZVPD", "species": ["N", "C", "O", "N", "C", "N", "O", "H", "H", "H", "H", "H", "H"], "xyz": [[1.709, -0.678, -1.374], [0.909, -0.602, -0.335], [-0.345, -0.905, -0.780], [-1.264, -0.722, 0.232], [-1.404, 0.454, 0.822], [-0.543, 1.414, 0.820], [0.469, 1.433, -0.048], [2.679, -0.690, -1.197], [1.394, -0.546, -2.327], [1.070, -0.622, 0.700], [-1.858, -1.448, 0.599], [-2.219, 0.639, 1.438], [-0.598, 2.273, 1.451]], "forces_ev_per_angstrom": [[0.16, 0.14, 1.38], [-1.98, 0.90, -3.75], [-0.10, -0.60, 1.40], [-0.64, 0.53, -0.08], [1.26, 1.68, 0.73], [0.52, 1.47, -0.29], [0.46, -1.07, 0.33], [1.20, 0.16, -0.05], [-0.25, -0.11, 0.23], [1.00, -0.37, 1.04], [0.26, -0.82, -0.95], [-1.49, -0.35, 1.14], [-0.41, -1.56, -1.14]], "molar_mass_g_mol": 104.09, "e_tot_ev": -10725.2829, "charge": 1, "spin_multiplicity": 1, "homo_ev": [-13.2, -13.2], "de_lowest_ev": 3.6613}


{"formula": "C2H6N3S", "method": "ωB97M-V/def2-TZVPD", "species": ["C", "C", "N", "N", "N", "S", "H", "H", "H", "H", "H", "H"], "xyz": [[-1.820, -0.633, -0.198], [2.691, 0.488, 0.072], [-3.114, -0.532, -0.277], [3.477, 1.129, -0.576], [1.723, 0.017, 0.703], [-1.093, 0.567, 0.769], [-1.149, -1.254, -0.647], [-3.511, -1.058, -1.025], [0.480, 0.175, 0.588], [4.073, 1.006, -1.362], [1.821, -0.118, 1.692], [-3.577, 0.212, 0.261]], "forces_ev_per_angstrom": [[-0.40, 4.48, 3.29], [1.43, 1.78, -1.87], [0.51, -0.82, -0.68], [-2.18, -1.16, 1.76], [0.05, -0.18, 0.33], [0.12, -0.59, -0.20], [0.77, -2.28, -1.77], [-1.24, -0.19, -0.09], [-0.16, 0.32, -0.35], [0.58, -0.32, -0.32], [0.52, -0.42, 0.55], [-0.01, -0.62, -0.64]], "molar_mass_g_mol": 104.16, "e_tot_ev": -17468.6935, "charge": 1, "spin_multiplicity": 1, "homo_ev": -13.9, "de_lowest_ev": 1.4446}


{"formula": "C2H6N3S", "method": "ωB97M-V/def2-TZVPD", "species": ["C", "C", "N", "N", "N", "S", "H", "H", "H", "H", "H", "H"], "xyz": [[0.007, 0.406, -0.261], [1.185, 1.121, 0.177], [1.588, -1.411, -0.299], [0.285, -0.966, 0.052], [-0.723, -1.824, 0.236], [2.551, -0.173, -0.309], [-0.852, 0.734, 0.282], [-0.034, 0.509, -1.268], [1.537, 2.064, -0.418], [1.208, 1.338, 1.329], [-1.619, -1.569, -0.232], [-0.593, -2.799, -0.072]], "forces_ev_per_angstrom": [[-0.30, -0.16, 2.19], [4.12, 2.51, 1.49], [-1.59, -2.24, 0.17], [-0.58, -0.93, -0.07], [-0.65, -0.74, -1.58], [-0.03, 2.38, 0.73], [-0.83, 0.13, 0.07], [-0.92, 0.20, -3.37], [-1.15, -1.67, 1.17], [0.18, -0.47, -2.24], [0.73, 0.60, 0.81], [1.01, 0.40, 0.62]], "molar_mass_g_mol": 104.16, "e_tot_ev": -17465.1427, "charge": 1, "spin_multiplicity": 3, "homo_ev": [-12.7, -16.0], "de_lowest_ev": 0.8453}


{"formula": "C2H6N3S2", "method": "ωB97M-V/def2-TZVPD", "species": ["N", "C", "N", "N", "C", "S", "S", "H", "H", "H", "H", "H", "H"], "xyz": [[-0.425, -2.136, -0.176], [0.093, -0.930, 0.079], [0.804, -0.771, 1.199], [-0.188, 0.173, -0.701], [0.040, 1.523, -0.398], [1.116, 2.101, 0.795], [-0.634, 2.588, -1.566], [-0.334, -2.864, 0.554], [-1.181, -2.158, -0.789], [0.776, -1.477, 1.889], [1.120, 0.095, 1.600], [-0.533, 0.118, -1.652], [-0.652, 3.739, -0.835]], "forces_ev_per_angstrom": [[1.45, 0.35, 1.24], [0.29, 1.20, 1.68], [-0.63, -0.59, -0.87], [0.10, 0.04, -0.04], [2.77, 0.82, 2.22], [-1.74, -0.48, -1.27], [-0.83, 0.43, -0.41], [-0.14, 0.67, -1.02], [-1.36, -0.50, -1.14], [-0.09, -1.17, 0.41], [0.14, 0.98, -0.78], [-0.29, -1.06, 0.12], [0.34, -0.67, -0.13]], "molar_mass_g_mol": 136.23, "e_tot_ev": -28305.5542, "charge": 1, "spin_multiplicity": 1, "homo_ev": -13.0, "de_lowest_ev": 0.0596}


{"formula": "C2H6N4", "method": "ωB97M-V/def2-TZVPD", "species": ["H", "N", "C", "N", "N", "N", "C", "H", "H", "H", "H", "H"], "xyz": [[-2.598, 0.502, 0.549], [-2.438, -0.491, 0.353], [-1.223, -0.591, -0.065], [-0.674, -1.835, -0.234], [-0.443, 0.531, -0.117], [0.745, 0.236, 0.210], [1.677, 1.317, -0.109], [-1.146, -2.542, 0.315], [0.327, -1.912, -0.349], [1.747, 1.471, -1.190], [2.669, 1.062, 0.272], [1.356, 2.252, 0.364]], "forces_ev_per_angstrom": [[-0.23, -0.25, -0.24], [0.61, 0.50, -0.40], [-2.71, -2.18, 2.15], [0.00, -0.08, -0.37], [3.65, 0.68, -0.18], [-1.07, 0.94, -1.58], [0.29, 0.45, 0.82], [0.19, 0.08, -0.38], [-0.31, 0.09, 0.24], [-0.21, -0.16, 0.15], [-0.21, -0.04, -0.05], [-0.01, -0.03, -0.16]], "molar_mass_g_mol": 86.10, "e_tot_ev": -8129.9773, "charge": 0, "spin_multiplicity": 1, "homo_ev": -9.2, "de_lowest_ev": 2.1156}


{"formula": "C2H6N4", "method": "ωB97M-V/def2-TZVPD", "species": ["C", "C", "N", "N", "N", "N", "H", "H", "H", "H", "H", "H"], "xyz": [[-1.828, -0.085, 0.068], [0.268, 0.057, 0.024], [-2.962, -0.022, 0.112], [0.575, 1.170, -0.831], [0.704, 0.290, 1.354], [0.570, -1.244, -0.450], [-0.179, 1.773, -0.803], [0.762, 0.922, -1.830], [0.369, 1.124, 1.752], [0.793, -0.576, 1.985], [0.408, -1.408, -1.439], [0.519, -2.001, 0.058]], "forces_ev_per_angstrom": [[4.04, 0.72, -0.02], [0.32, -1.79, 0.64], [-2.65, -0.01, 0.07], [1.07, -2.71, -0.70], [0.11, -3.36, -0.90], [1.00, 6.50, -3.90], [-1.76, 1.76, -0.03], [-0.38, -0.01, 1.38], [-0.39, 0.84, 0.72], [-0.66, 2.20, -1.37], [-0.12, 0.20, 0.47], [-0.59, -4.35, 3.64]], "molar_mass_g_mol": 86.10, "e_tot_ev": -8129.5230, "charge": 0, "spin_multiplicity": 1, "homo_ev": -9.7, "de_lowest_ev": 2.5698}


{"formula": "C2H6N4O", "method": "ωB97M-V/def2-TZVPD", "species": ["H", "N", "C", "N", "O", "C", "N", "N", "H", "H", "H", "H", "H"], "xyz": [[-1.307, -1.223, 0.900], [-0.764, -0.981, 1.780], [0.018, -0.156, 1.311], [1.104, 0.343, 2.039], [0.304, 0.349, 0.068], [-0.285, -0.081, -1.112], [0.411, 0.533, -2.132], [-1.310, -0.844, -0.996], [-1.771, -1.007, -1.864], [1.289, 1.361, 1.923], [0.972, 0.165, 3.019], [0.073, 0.538, -3.085], [1.266, 1.003, -1.852]], "forces_ev_per_angstrom": [[0.03, -0.37, 1.48], [-2.44, -1.15, -1.92], [3.55, 1.40, 0.77], [0.19, 1.52, 0.94], [-0.59, -0.19, -2.06], [-0.48, 0.35, 1.53], [-0.62, -0.59, 0.42], [1.05, 1.05, -0.54], [-0.21, -0.40, -0.80], [-0.23, -1.26, -0.20], [-0.03, -0.19, 0.33], [0.26, -0.07, 0.43], [-0.47, -0.11, -0.37]], "molar_mass_g_mol": 102.10, "e_tot_ev": -10178.9451, "charge": 0, "spin_multiplicity": 1, "homo_ev": -9.4, "de_lowest_ev": 1.1166}


{"formula": "C2H6N4O", "method": "ωB97M-V/def2-TZVPD", "species": ["N", "N", "C", "N", "N", "C", "O", "H", "H", "H", "H", "H", "H"], "xyz": [[1.303, 1.116, -1.422], [-0.112, 1.327, -1.757], [-0.794, 0.893, -0.667], [-0.185, 0.085, 0.559], [0.829, -0.850, 0.497], [-1.098, -0.466, 1.398], [-1.169, -1.713, 1.965], [1.262, -0.018, -1.102], [1.822, 1.214, -2.403], [-1.902, 0.785, -0.867], [1.369, -0.696, 1.379], [0.518, -1.982, 0.755], [-1.843, 0.303, 1.666]], "forces_ev_per_angstrom": [[-0.35, -2.98, -3.03], [-0.10, -1.93, 5.98], [1.08, -0.51, -3.32], [-2.40, -0.83, -0.49], [2.85, -4.08, 0.45], [-2.96, -3.82, 3.46], [1.19, 7.08, -3.34], [1.27, 3.68, -0.99], [-1.38, -0.43, 2.80], [1.35, 0.23, 1.04], [-0.11, 0.16, -1.25], [-0.07, 4.19, -1.30], [-0.39, -0.75, -0.02]], "molar_mass_g_mol": 102.10, "e_tot_ev": -10173.5368, "charge": 0, "spin_multiplicity": 1, "homo_ev": -9.5, "de_lowest_ev": 6.5248}


{"formula": "C2H6N4O2", "method": "ωB97M-V/def2-TZVPD", "species": ["C", "C", "H", "H", "H", "H", "H", "H", "N", "N", "N", "N", "O", "O"], "xyz": [[0.488, -1.123, -0.740], [-1.144, 0.566, -0.154], [1.337, -0.249, 1.721], [2.713, 0.668, 0.697], [0.775, -1.982, -1.578], [-2.495, -1.044, 0.772], [-0.663, 2.447, -0.482], [0.795, 1.331, -0.353], [1.578, 0.286, 0.810], [1.620, -0.658, -0.270], [-0.736, -0.836, -0.082], [-0.215, 1.559, -0.718], [-1.740, -1.780, 0.132], [-2.313, 0.814, 0.246]], "forces_ev_per_angstrom": [[2.67, -2.38, 0.55], [-1.09, 0.08, -0.07], [0.89, 1.34, -1.73], [-4.28, -1.62, 1.60], [-1.82, 2.35, 2.11], [2.97, -2.56, -2.97], [0.76, -0.19, -0.05], [-2.64, 1.20, -0.47], [4.22, -0.32, 0.02], [-1.68, -0.42, -1.18], [0.99, 2.89, -1.24], [-1.17, -2.91, 1.85], [-2.59, 3.15, 2.35], [2.77, -0.62, -0.77]], "molar_mass_g_mol": 118.10, "e_tot_ev": -12221.4817, "charge": 0, "spin_multiplicity": 1, "homo_ev": -9.0, "de_lowest_ev": 5.1704}


{"formula": "C2H6N4O3", "method": "ωB97M-V/def2-TZVPD", "species": ["N", "N", "O", "C", "O", "O", "H", "H", "H", "H", "N", "C", "N", "H", "H"], "xyz": [[1.495, -1.446, 0.191], [0.968, -0.683, -0.838], [0.077, -1.376, -1.657], [0.708, 0.656, -0.666], [1.146, 1.273, 0.278], [-0.017, 1.200, -1.637], [1.202, -1.098, 1.101], [2.508, -1.470, 0.135], [-0.725, -1.585, -1.117], [-0.276, 0.502, -2.269], [-1.753, -0.752, 0.283], [-1.575, 0.178, 0.938], [-1.307, 1.181, 1.730], [-0.394, 1.604, 1.576], [-2.058, 1.816, 1.953]], "forces_ev_per_angstrom": [[-0.06, 0.09, 0.02], [0.09, -0.73, 0.11], [-0.05, -0.11, -0.36], [0.04, -0.46, -0.13], [0.01, 0.39, 0.12], [-0.10, 0.26, -0.15], [0.02, 0.03, -0.18], [-0.19, 0.12, -0.04], [0.43, 0.34, 0.08], [0.09, 0.04, 0.27], [-0.22, -0.35, -0.17], [-0.25, -0.61, -0.24], [0.21, 1.05, 0.79], [-0.03, -0.01, -0.08], [0.01, -0.06, -0.04]], "molar_mass_g_mol": 134.10, "e_tot_ev": -14272.3802, "charge": 0, "spin_multiplicity": 1, "homo_ev": -10.0, "de_lowest_ev": 1.7665}